Entry from the Open Molecules 2025 dataset: a molecular structure, C5H11NP in a non-equilibrium geometry (ωB97M-V with the def2-TZVPD basis set).

Positions of all 18 atoms, in Å:
P (-0.41, -1.41, -0.28)
N (-0.05, 0.84, -0.19)
C (0.86, 0.76, -1.31)
C (-2.57, 0.41, 0.52)
C (1.10, -0.24, -0.25)
C (2.20, -0.26, 0.74)
C (-1.54, 0.04, -0.48)
H (-3.39, -0.30, 0.41)
H (1.90, -0.72, 1.67)
H (0.41, 0.47, -2.25)
H (-2.25, 0.42, 1.56)
H (1.57, 1.58, -1.39)
H (-0.06, -2.33, 0.72)
H (3.03, -0.84, 0.32)
H (2.57, 0.75, 0.94)
H (-2.95, 1.40, 0.26)
H (-0.03, 1.66, 0.41)
H (-0.39, -2.22, -1.40)

## Properties
LUMO level in eV: -3.77
Net charge: +1
Energy above the lowest of the compared OMol25 structures with the same formula, charge and spin in eV: 3.489
Electronic energy in a.u.: -592.79813

***

Entry from the Open Molecules 2025 dataset: 2 unconnected molecules or ions with the total composition C3H4BrNO in a non-equilibrium geometry (ωB97M-V with the def2-TZVPD basis set).

Positions of all 10 atoms, in Å:
Br (-2.63, -0.23, 0.36)
O (-0.49, 1.49, -0.11)
N (1.06, -0.69, 0.17)
C (0.48, -1.21, -0.77)
C (-1.31, 0.87, -0.64)
C (1.28, 0.13, 1.06)
H (1.78, 1.09, 0.86)
H (0.98, -0.21, 2.00)
H (0.56, -2.17, -1.20)
H (-1.72, 0.93, -1.73)

## Properties
LUMO level in eV: 0.76
Energy above the lowest of the compared OMol25 structures with the same formula, charge and spin in eV: 3.421
Electronic energy in a.u.: -2820.58763

***

Entry from the Open Molecules 2025 dataset: a molecular structure, C46H48N3SbYb in a non-equilibrium geometry (ωB97M-V with the def2-TZVPD basis set).

Positions of all 99 atoms, in Å:
Yb (0.42, -0.70, -0.02)
Sb (-1.95, 0.95, 2.11)
N (0.36, -2.76, 0.92)
N (1.15, -3.08, -2.22)
N (0.87, -1.73, -3.87)
C (0.93, -0.58, -4.74)
C (-5.33, 3.04, 4.00)
C (2.74, 0.91, -1.21)
C (3.33, -1.17, -5.32)
C (1.89, 0.29, 2.38)
C (-4.62, 1.98, 3.41)
C (0.66, -3.03, -4.35)
C (0.58, -3.78, 0.02)
C (2.18, 0.83, -6.25)
C (-0.18, 0.26, -4.84)
C (-4.28, -2.91, 4.18)
C (0.28, 3.56, 5.81)
C (-0.38, -3.06, 2.03)
C (1.08, 1.68, -6.37)
C (0.99, 2.32, 0.02)
C (2.03, 1.27, -0.04)
C (-0.09, 1.39, -5.67)
C (-0.23, -4.92, 0.01)
C (-0.94, 2.08, 3.75)
C (-4.27, 4.61, 2.49)
C (-1.45, -0.03, -4.11)
C (-3.71, -1.57, 2.23)
C (0.75, 3.66, 4.50)
C (-1.44, 2.01, 5.06)
C (1.60, -3.58, -1.00)
C (-3.67, 2.27, 2.43)
C (-5.14, 4.35, 3.57)
C (-3.32, -2.22, 4.92)
C (2.42, 0.37, 1.00)
C (1.13, 2.90, -7.27)
C (-4.46, -2.59, 2.82)
C (-2.56, -1.19, 4.33)
C (2.63, 1.62, -2.50)
C (-1.11, -4.23, 2.13)
C (0.11, 2.95, 3.47)
C (-2.81, -0.83, 3.01)
C (3.33, -0.56, 0.44)
C (2.12, -0.30, -5.44)
C (-3.56, 3.56, 1.90)
C (4.54, -0.83, -1.81)
C (0.75, -3.86, -3.31)
C (-1.09, -5.13, 1.06)
C (3.99, -1.65, 1.18)
C (-0.83, 2.75, 6.09)
C (1.01, -1.71, -2.51)
C (3.57, -0.18, -0.91)
H (1.10, 3.82, -6.67)
H (-1.79, -0.69, 4.92)
H (-1.71, -6.03, 1.07)
H (-1.22, 2.68, 7.10)
H (-4.87, -3.70, 4.64)
H (-2.20, 0.72, -4.36)
H (0.83, 0.60, 2.45)
H (2.52, -3.08, -0.65)
H (-2.88, 3.77, 1.06)
H (5.50, -1.00, -1.31)
H (4.74, -0.21, -2.70)
H (0.45, -3.27, -5.37)
H (-4.14, 5.63, 2.12)
H (0.48, 3.10, 2.45)
H (0.62, 2.59, -0.98)
H (-5.65, 5.17, 4.06)
H (2.43, 0.98, 3.05)
H (-0.35, -2.34, 2.86)
H (0.26, 2.91, -7.95)
H (1.37, 3.25, 0.48)
H (3.47, -1.57, -4.32)
H (1.61, 4.29, 4.26)
H (-4.80, 0.96, 3.75)
H (1.97, -0.72, 2.81)
H (2.05, 2.90, -7.86)
H (4.18, -1.81, -2.17)
H (3.29, -2.01, -6.03)
H (0.77, 4.12, 6.61)
H (-1.74, -4.42, 2.99)
H (4.66, -2.23, 0.53)
H (1.59, 1.62, -2.87)
H (-0.10, -5.59, -0.84)
H (4.22, -0.58, -5.57)
H (-0.96, 2.06, -5.77)
H (4.60, -1.24, 2.01)
H (-6.02, 2.82, 4.82)
H (3.11, 1.06, -6.79)
H (-3.86, -1.34, 1.17)
H (2.94, 2.68, -2.42)
H (-1.32, 0.00, -3.01)
H (0.71, -4.92, -3.18)
H (-1.86, -1.01, -4.37)
H (3.27, -2.36, 1.63)
H (3.24, 1.15, -3.28)
H (-2.31, 1.40, 5.31)
H (0.10, 2.02, 0.62)
H (-5.18, -3.15, 2.22)
H (-3.14, -2.47, 5.97)

## Properties
LUMO level (spin up / spin down) in eV: 2.42 / 2.34
Net charge: -1
Energy above the lowest of the compared OMol25 structures with the same formula, charge and spin in eV: 0.000
Electronic energy in a.u.: -3344.74186
<S²>: 0.7566
Multiplicity: 2

***

Entry from the Open Molecules 2025 dataset: a molecular structure, C2HKO3 in a non-equilibrium geometry (ωB97M-V with the def2-TZVPD basis set).

Positions of all 7 atoms, in Å:
K (-0.95, -1.88, 3.55)
O (-0.33, 1.12, -1.46)
O (-0.57, -0.39, 1.33)
O (0.28, -0.86, 0.43)
C (0.63, 0.00, -0.50)
C (0.80, 0.04, -1.76)
H (0.13, 1.97, -1.58)

## Properties
LUMO level (spin up / spin down) in eV: -4.27 / -6.21
Net charge: +1
Energy above the lowest of the compared OMol25 structures with the same formula, charge and spin in eV: 9.211
Electronic energy in a.u.: -901.89136
<S²>: 0.7599
Multiplicity: 2